{
  "formula": "C20H44ClN3O2",
  "method": "ωB97M-V with the def2-TZVPD basis set",
  "total_energy_ha": -1562.42064,
  "homo_energy_ev": -13.47,
  "total_charge": 2,
  "orbital_gap_ev": 1.79,
  "symbols": ["Cl", "C", "C", "O", "N", "H", "H", "C", "H", "H", "H", "H", "H", "H", "C", "C", "C", "N", "C", "C", "C", "C", "C", "H", "H", "H", "H", "H", "H", "H", "H", "H", "H", "H", "H", "H", "H", "H", "H", "H", "H", "C", "C", "C", "C", "C", "C", "N", "O", "C", "C", "C", "H", "H", "H", "H", "H", "H", "H", "H", "H", "H", "H", "H", "H", "H", "H", "H", "H", "H"],
  "coordinates": [[0.45401, 0.66366, 0.84302], [3.46105, -0.73463, -3.91939], [2.52732, -1.51374, -2.99530], [1.39092, -1.09859, -2.73365], [3.13272, -2.50922, -2.43144], [4.10613, -2.49479, -2.42516], [8.42147, 0.67008, 1.95441], [2.48917, -3.74279, -2.01685], [3.57657, -1.38624, -4.73387], [4.53335, -0.73069, -3.50876], [3.38941, 0.29150, -4.17909], [1.69901, -3.80529, -2.72853], [1.96913, -3.66254, -1.03687], [3.23290, -4.50234, -2.27009], [2.92287, 2.68954, 3.45846], [3.08671, 1.25850, 4.02992], [1.77583, 0.52271, 3.74441], [1.78093, -0.93469, 4.07511], [2.87147, -1.62948, 3.32668], [0.39754, -1.45503, 3.58996], [-0.40847, -1.48587, 4.84071], [0.66521, -1.82747, 5.95918], [1.92680, -1.12193, 5.57543], [2.07140, 3.17214, 3.99966], [2.67106, 2.57834, 2.41015], [3.84546, 3.26000, 3.52469], [3.37891, 1.27314, 5.12659], [3.86819, 0.67876, 3.47598], [1.51544, 0.62717, 2.68630], [0.96938, 0.95526, 4.34656], [3.85851, -1.32209, 3.57428], [2.58839, -1.40578, 2.29190], [2.78267, -2.67661, 3.56908], [0.54881, -2.44003, 3.20119], [0.04834, -0.71991, 2.90251], [-1.22406, -2.20492, 4.84693], [-0.68609, -0.46385, 5.07921], [0.80535, -2.91007, 5.98051], [0.40716, -1.54502, 6.98591], [2.90982, -1.64246, 5.84648], [2.07280, -0.14729, 6.01583], [-5.20050, 2.41163, -4.31970], [-4.28645, 1.23196, -3.79847], [-3.08804, 1.06122, -4.72894], [-1.90017, 0.30822, -4.09440], [-1.30040, 1.17192, -2.92373], [-2.28359, 1.26408, -1.72934], [-3.64641, 1.85391, -2.38550], [-4.12244, 2.73902, -1.95640], [-1.92613, 2.33762, -0.80334], [-2.57189, -0.01054, -0.88568], [-5.12246, 0.04545, -3.27502], [-4.61801, 3.24922, -4.58742], [-5.88843, 2.77732, -3.57214], [-5.64939, 2.09376, -5.18137], [-2.62412, 2.04806, -5.00514], [-3.41229, 0.47590, -5.54788], [-1.09507, 0.06059, -4.79652], [-2.34020, -0.64130, -3.70055], [-1.04010, 2.23754, -3.19083], [-0.45171, 0.65814, -2.55819], [-2.66233, 2.27513, 0.03270], [-1.95057, 3.26269, -1.24003], [-0.92312, 1.99316, -0.41154], [-3.40454, 0.17019, -0.16001], [-1.69835, -0.17179, -0.30898], [-2.71264, -0.85832, -1.51212], [-5.65210, -0.26321, -4.17372], [-5.83867, 0.40399, -2.54573], [-4.42348, -0.71300, -2.92201]],
  "forces_ev_per_a": [[0.2, -0.1, -0.1], [2.6, -0.7, 1.7], [-1.0, 4.9, -0.1], [0.2, -1.2, -0.6], [-0.1, -2.2, 1.4], [1.6, -0.1, -0.4], [0.0, 0.0, 0.0], [-0.4, 1.0, -0.2], [0.0, -0.5, -1.8], [-1.3, -0.3, -0.1], [-1.3, 0.7, -0.2], [-0.9, -0.7, -0.5], [1.0, -0.5, -0.3], [-0.5, -0.4, 1.0], [-0.4, -0.7, 0.7], [0.5, -0.4, 0.0], [0.5, 0.7, 1.2], [0.8, 0.3, -0.4], [-1.7, -0.2, -0.7], [1.1, -0.1, 1.4], [1.3, 0.3, 2.2], [-1.0, -0.8, 0.3], [1.3, -0.6, -0.2], [0.9, 0.0, -0.5], [-0.2, 0.3, -0.2], [-0.1, 0.1, 0.2], [-0.4, 0.0, -1.2], [-0.3, 0.9, 0.5], [0.1, 0.0, -0.1], [0.0, 0.0, -0.2], [0.5, 0.6, 0.3], [0.7, -0.5, -0.1], [-0.1, -0.4, -0.2], [0.1, -0.4, -0.6], [-0.3, 0.0, -0.9], [-0.1, 0.3, -0.1], [-0.9, 0.0, -0.1], [0.1, 0.0, 0.0], [-0.4, 0.0, -0.3], [-1.5, 0.3, -0.7], [-0.5, 0.3, 0.1], [1.7, -0.9, 2.7], [-0.4, 2.5, 1.2], [1.7, 0.3, 1.1], [-0.5, 0.3, 1.2], [-1.9, -0.2, -0.5], [-0.8, -0.2, -0.7], [3.8, -8.1, -4.9], [-3.9, 7.2, 3.8], [0.5, -2.4, 2.9], [-1.1, 1.4, -0.8], [1.4, 0.8, -1.4], [1.0, 0.9, -0.3], [-0.5, -0.3, 0.1], [-1.5, -1.0, -2.1], [-1.2, -0.7, -0.2], [-0.5, -0.1, -1.3], [-0.4, 0.1, 0.0], [0.9, 0.5, -0.1], [-0.1, -1.2, -0.2], [1.2, -0.3, 0.5], [0.8, 0.5, -0.3], [0.4, 2.5, -0.9], [-0.8, 1.0, -0.2], [0.5, -0.3, -0.8], [1.0, -0.2, 0.6], [-0.4, -0.8, -0.3], [-0.2, -0.6, 0.2], [0.0, -0.2, 0.2], [-0.6, -0.3, 0.1]]
}